Entry A
The following is a DFT calculation (wB97M-V/def2-TZVPD) of the ion C5H12N with charge +1.

## Properties
**E_HOMO**: -0.5022 Eh
**Charge**: +1
**Spin multiplicity**: 1
**SMILES**: C=CC[C@@H](C)[NH3+]
**Frontier orbital gap**: 0.37074 Ha

Last column: Löwdin charge in e.
Element x y z (Å)
C (-1.25, 2.40, -0.62)  0.032
C (-1.43, 1.13, -0.32)  -0.175
C (-0.50, 0.02, -0.75)  -0.176
C (0.53, -0.25, 0.33)  -0.316
C (0.06, -1.17, 1.44)  -0.027
N (1.67, -1.05, -0.38)  0.203
H (-1.94, 3.18, -0.34)  0.070
H (-0.44, 2.79, -1.23)  0.074
H (-2.23, 0.85, 0.36)  0.110
H (-1.05, -0.90, -0.93)  0.126
H (0.00, 0.39, -1.65)  0.122
H (1.06, 0.66, 0.62)  0.157
H (0.87, -1.42, 2.13)  0.095
H (-0.70, -0.68, 2.04)  0.099
H (-0.33, -2.08, 0.99)  0.101
H (2.36, -1.40, 0.28)  0.167
H (2.08, -0.56, -1.18)  0.169
H (1.25, -1.90, -0.79)  0.167

=====

Entry B
The following is a DFT calculation (wB97M-V/def2-TZVPD) of the ion C5H12N with charge +1.

## Properties
**E_HOMO**: -0.4952 Eh
**Charge**: +1
**Spin multiplicity**: 1
**SMILES**: C=CC[C@@H](C)[NH3+]
**Frontier orbital gap**: 0.35601 Ha

Last column: Löwdin charge in e.
Element x y z (Å)
C (2.21, -1.44, -0.76)  0.018
C (0.96, -1.57, -0.36)  -0.155
C (0.49, -0.41, 0.47)  -0.226
C (-0.59, 0.38, -0.25)  -0.310
C (-1.98, 0.07, 0.44)  -0.027
N (-0.32, 1.86, -0.06)  0.180
H (2.79, -1.79, -1.57)  0.048
H (2.86, -0.56, -0.47)  0.088
H (0.25, -2.43, -0.59)  0.143
H (0.25, -0.88, 1.49)  0.157
H (1.17, 0.24, 0.91)  0.083
H (-0.74, 0.28, -1.32)  0.151
H (-1.90, 0.22, 1.60)  0.132
H (-2.83, 0.33, -0.05)  0.034
H (-1.95, -1.08, 0.61)  0.121
H (0.73, 2.01, -0.01)  0.186
H (-0.74, 2.17, 0.77)  0.128
H (-0.66, 2.60, -0.85)  0.250

=====

Least stable = entry B

=====

Entry A
The following is a DFT calculation (wB97M-V/def2-TZVPD) of the ion C5H12N with charge +1.

## Properties
**E_HOMO**: -0.4916 Eh
**Charge**: +1
**Spin multiplicity**: 1
**SMILES**: C=CCCC[NH3+]
**Frontier orbital gap**: 0.36161 Ha

Last column: Löwdin charge in e.
Element x y z (Å)
C (-1.11, 1.07, 2.07)  0.037
C (-0.33, 0.14, 1.48)  -0.197
C (-0.71, -0.71, 0.23)  -0.190
C (0.66, -1.29, -0.31)  -0.154
C (0.89, -0.54, -1.65)  -0.004
N (0.54, 1.05, -1.33)  0.199
H (-1.61, 1.78, 1.34)  0.083
H (-1.27, 1.12, 3.15)  0.076
H (0.33, -0.45, 2.14)  0.106
H (-1.48, -1.47, 0.44)  0.131
H (-1.14, -0.28, -0.64)  0.066
H (0.55, -2.39, -0.41)  0.139
H (1.42, -1.02, 0.42)  0.105
H (0.14, -0.72, -2.40)  0.125
H (1.91, -0.43, -1.90)  0.108
H (0.64, 1.31, -0.39)  0.111
H (0.78, 1.78, -1.92)  0.129
H (-0.42, 1.27, -1.45)  0.128

=====

Entry B
The following is a DFT calculation (wB97M-V/def2-TZVPD) of a cluster of 2 separate species, C5H12N in total.

## Properties
**E_HOMO**: -0.4747 Eh
**Charge**: +1
**Spin multiplicity**: 1
**Frontier orbital gap**: 0.35725 Ha

Last column: Löwdin charge in e.
Element x y z (Å)
C (1.53, -1.04, -0.63)  0.013
C (0.74, -0.60, 0.49)  -0.039
C (-3.52, 0.43, 0.25)  -0.066
C (2.83, 1.08, 0.51)  0.065
C (-3.36, -0.67, -0.56)  -0.081
N (1.59, 0.42, -0.19)  -0.034
H (2.39, -1.65, -0.47)  0.132
H (1.03, -1.29, -1.49)  0.105
H (-0.32, -0.43, 0.16)  0.131
H (0.83, -0.84, 1.50)  0.124
H (-3.96, 0.37, 1.24)  0.049
H (-3.29, 1.36, -0.26)  0.038
H (3.43, 1.51, -0.30)  0.106
H (2.48, 1.99, 0.94)  0.078
H (3.19, 0.36, 1.34)  0.144
H (-3.63, -1.70, -0.30)  0.048
H (-3.07, -0.39, -1.57)  0.036
H (1.09, 1.10, -0.67)  0.150

=====

Least stable = entry B